[1]
ORCA calculation (ωB97M-V/def2-TZVPD) on a structure of composition C46H50BBrLaN12O5SeSi at a distorted geometry.

```
118
Properties=species:S:1:pos:R:3:forces:R:3
La -2.3778 -0.4409 1.2450 2.52 -0.46 0.84
C -5.3551 2.2989 -3.3215 0.28 0.20 -0.12
C -4.6114 2.0608 -4.4980 0.70 -1.35 1.44
N -3.8860 0.9582 -4.3197 -0.51 -0.84 -0.57
N -4.2234 0.3896 -3.1369 -0.83 2.89 1.08
C -5.0437 1.2763 -2.4259 0.20 -0.33 -2.51
B -3.4058 -0.8400 -2.7954 -0.29 -1.39 -0.65
N -3.9205 -1.8285 -1.6917 -0.36 -0.69 1.09
C -4.8525 -2.7947 -1.8437 0.17 0.38 1.19
C -5.1156 -3.3676 -0.5766 -1.05 -0.09 -1.41
C -4.3115 -2.7072 0.3042 2.36 0.97 -1.60
N -3.4908 -1.8205 -0.3938 -3.44 -1.58 0.22
N -1.9776 -0.5136 -2.4360 2.57 0.63 1.35
C -0.9396 -0.4261 -3.3275 -1.51 -0.70 0.87
C 0.2408 -0.7335 -2.6620 -1.40 0.38 -0.34
C -0.1758 -0.9981 -1.3316 2.19 0.59 0.67
N -1.4543 -0.7252 -1.1476 0.53 -0.58 -2.13
H -5.9981 3.1493 -3.2170 -0.30 0.06 0.48
H -4.5135 2.5470 -5.4526 -0.18 0.40 0.11
H -5.4797 1.1064 -1.4684 0.03 -0.43 0.53
H -3.4381 -1.4608 -3.8501 0.22 -0.04 0.41
H -5.2468 -2.9943 -2.8202 -0.20 -0.04 -0.13
H -5.8674 -4.1041 -0.3125 0.28 0.04 -0.31
H -4.0862 -2.9786 1.3224 -0.07 0.33 0.26
H -1.3073 -0.2591 -4.3450 0.87 0.02 0.26
H 1.2038 -0.5942 -3.0850 0.73 -0.45 0.06
H 0.5395 -1.3476 -0.5008 -1.45 0.95 -1.10
C -2.1187 2.5840 -0.2314 0.12 -0.99 -0.06
O -1.8313 1.9727 1.0583 -0.40 0.39 -1.65
C -0.7079 2.4848 1.6647 2.12 -1.18 0.92
C -0.3289 3.7978 1.4730 -0.53 0.03 0.97
C 0.6437 4.3656 2.2999 0.48 0.13 0.14
C 1.4002 3.5318 3.1607 -0.29 0.40 -0.01
C 1.1467 2.1604 3.2306 -0.27 -0.02 -0.63
C 0.0968 1.5562 2.4405 0.26 1.65 1.49
N -0.2584 0.2434 2.6736 -1.02 0.21 -1.83
N 0.7705 -0.5079 3.0535 1.41 1.50 0.03
C 0.5863 -1.7239 3.4834 -1.25 -1.49 -0.04
C -0.6749 -2.4153 3.3958 0.90 -1.05 0.63
O -1.6568 -2.1209 2.5880 -0.43 0.50 -0.24
C -0.8176 -3.6079 4.1405 0.09 -0.09 -0.56
C 0.2082 -4.2790 4.7235 -0.16 0.96 0.74
C 1.4809 -3.6670 4.7448 0.97 -1.69 0.59
C 2.5338 -4.3758 5.4160 1.35 1.53 -1.05
C 3.8224 -3.8381 5.3508 0.17 -1.72 1.11
C 4.0669 -2.7018 4.6172 0.20 1.71 -1.83
C 3.0647 -2.0288 3.8992 -0.11 -0.74 1.70
C 1.7131 -2.4677 4.0517 0.73 0.94 -0.49
H -2.4086 3.6062 -0.1019 -0.46 0.39 -0.01
H -2.8762 2.0079 -0.7646 -0.37 0.01 0.46
H -1.2556 2.5249 -0.8869 0.47 0.11 0.17
H -0.9520 4.3935 0.8122 0.40 0.24 0.28
H 0.7204 5.4688 2.3081 0.37 -0.81 -0.08
H 2.1602 3.9825 3.8342 -0.61 -0.35 -0.56
H 1.6987 1.4950 3.9257 -0.45 0.60 -0.68
H -1.7921 -4.0223 4.0954 -0.88 -0.48 0.05
H 0.0809 -5.1465 5.3439 -0.27 -0.41 -0.05
H 2.4292 -5.3566 5.8548 -0.54 0.03 0.17
H 4.7073 -4.3443 5.8355 -1.20 0.45 -0.48
H 5.0952 -2.3344 4.4695 -0.47 -0.26 0.30
H 3.3321 -1.1252 3.3690 -0.31 -0.06 -0.19
Br -3.1280 3.0831 5.9954 -0.45 -0.08 -0.17
C -4.7587 2.5050 5.1544 -1.50 0.58 1.14
C -6.0212 3.1312 5.5577 2.33 -2.10 -1.31
C -7.1580 2.4673 5.1200 0.12 0.22 0.54
C -7.0460 1.4430 4.1961 1.90 -0.55 -2.26
C -5.7221 1.1854 3.6043 -2.79 0.47 2.44
N -4.6332 1.5111 4.2963 -0.04 1.77 -0.46
C -5.5599 0.6256 2.2372 2.01 -2.14 -1.37
O -6.4748 0.5714 1.4261 0.62 0.33 0.92
O -4.3004 0.1767 2.0043 -4.47 1.65 0.94
H -6.0629 3.9887 6.1864 0.17 0.37 0.37
H -8.0954 2.8180 5.5560 -0.01 -0.40 -0.41
H -7.8652 0.8660 3.7551 0.10 0.61 0.24
N 2.7224 7.9788 -2.6088 -1.55 1.94 -2.16
C 2.4045 6.8224 -2.6120 -0.03 -3.63 2.33
H 3.2638 8.5552 -1.9993 0.85 -0.33 0.63
C 5.3157 -7.0515 0.5265 0.55 -1.71 0.17
C 5.7668 -6.5252 -0.8123 0.51 0.41 1.23
N 5.2095 -5.2068 -1.0741 -0.52 -0.95 -1.27
C 4.1134 -5.2262 -2.0827 0.65 0.62 0.48
C 2.6903 -5.2859 -1.5494 -0.13 0.82 -0.73
C 5.7228 -4.1834 -0.3648 -0.83 0.77 2.32
O 6.4230 -4.3485 0.6668 -0.53 0.30 -2.55
C 5.2949 -2.7599 -0.7399 0.05 -0.48 0.37
C 6.3588 -1.8665 -0.8583 0.68 0.06 -0.49
C 6.1220 -0.5693 -1.2526 -1.13 1.22 -0.28
C 4.7603 -0.1879 -1.5366 2.19 -0.65 0.38
N 3.7590 -0.9936 -1.2545 -0.43 0.21 -0.53
C 3.9941 -2.2437 -0.8514 0.79 -0.04 -0.21
H 5.7783 -8.0654 0.6666 -0.55 0.61 -0.13
H 4.2088 -7.1636 0.5927 0.85 0.35 0.12
H 5.7863 -6.4377 1.2626 -0.46 0.45 0.86
H 5.4682 -7.2754 -1.5003 -0.34 -0.08 -1.35
H 6.8553 -6.4048 -0.8778 -0.11 -0.33 0.31
H 4.2801 -6.1319 -2.6433 0.15 -0.13 -0.39
H 4.2226 -4.3946 -2.7826 0.04 0.11 0.23
H 2.3723 -6.2728 -1.2399 0.03 -0.12 0.22
H 2.0780 -4.9574 -2.4000 -0.22 -0.34 0.18
H 2.5016 -4.5387 -0.7865 0.01 -0.33 0.33
H 7.3999 -2.2234 -0.7560 -0.77 0.18 0.25
H 6.9296 0.1874 -1.3157 -0.58 -0.70 -0.19
H 4.5741 0.7460 -2.0694 -0.25 -0.05 0.51
H 3.0867 -2.8057 -0.6815 0.27 -0.17 0.21
C -0.6012 4.9480 -5.5771 0.38 -1.58 0.63
Si 0.3062 6.3353 -4.7555 0.31 0.17 1.30
C -0.6700 7.7286 -3.9180 0.86 -0.68 -0.26
C 1.5335 7.2225 -5.8602 0.60 0.24 0.61
Se 1.3492 5.1783 -2.7946 0.56 2.95 -1.85
H -0.9500 5.0446 -6.5952 -0.34 0.34 -0.16
H -1.3730 4.5453 -4.9009 -0.19 0.45 -0.37
H 0.0861 4.0658 -5.5940 -0.08 0.72 -0.14
H -0.0240 8.4329 -3.4021 0.38 0.04 -0.18
H -1.3380 7.3784 -3.1761 -0.83 -0.61 0.73
H -1.2441 8.2507 -4.6480 -0.48 0.58 -0.71
H 1.8728 8.1299 -5.3112 -0.01 -0.68 -0.19
H 1.0106 7.6209 -6.7376 0.10 -0.39 -0.10
H 2.4202 6.6122 -6.1249 -0.56 0.41 -0.10
```
Positions in Å, forces in eV/Å.

Its net charge is -1. The LUMO energy (alpha / beta) is 1.833 / 1.834 eV. For the HOMO-LUMO gap (alpha / beta), the calculation gives 0.219 / 0.165 Ha. As for the multiplicity: 1.

Results of the Löwdin charge analysis, in e, for atoms 1 through 2: 2.09 -0.10

---

[2]
ORCA calculation (ωB97M-V/def2-TZVPD) on a structure of composition C46H50CdN5O4 at a distorted geometry.

```
106
Properties=species:S:1:pos:R:3:forces:R:3
Cd -0.5905 -1.5416 1.2166 0.68 1.35 0.02
C 1.5025 -0.4580 -5.8549 -0.39 0.83 -0.11
C 0.7720 -0.3312 -4.5542 -0.75 -1.23 0.34
C 0.6360 0.9163 -3.9302 0.21 0.35 -0.89
C 0.2571 0.9685 -2.6254 -1.25 0.70 0.50
C 1.5122 2.7073 -1.2831 -0.14 -0.83 -0.73
N 2.4152 3.2210 -2.3129 0.18 0.72 -0.09
C 3.4498 2.4398 -2.9833 -0.10 -0.88 -1.37
C 4.3615 1.5082 -2.1317 0.02 1.34 -1.63
C 4.9026 2.2019 -0.9051 1.74 0.66 -0.18
N 3.9787 2.1680 0.2012 -0.98 -0.10 2.83
C 3.4254 1.0891 0.8073 1.21 1.29 -0.33
C 3.7709 -0.2777 0.6439 -1.03 0.30 1.10
C 5.0608 -0.7512 0.3171 -1.38 -1.12 -0.45
C 5.2823 -2.1053 0.1821 -0.16 0.96 -0.39
C 6.6019 -2.5584 -0.3068 0.70 -2.23 0.21
C 4.2244 -3.0000 0.3862 -0.70 -0.33 0.76
C 2.9679 -2.6060 0.8685 0.47 0.38 -0.50
C 1.9413 -3.6085 0.9743 -1.39 -0.31 -0.22
N 0.6780 -3.5089 1.2520 1.23 0.08 0.52
C 0.0070 -4.8243 1.2354 0.32 0.08 0.45
C -0.5944 -5.0683 -0.1212 0.36 0.46 -0.89
C -1.7012 -4.0258 -0.3335 0.17 -0.21 -3.21
N -1.1771 -2.6732 -0.6705 0.40 -0.67 -1.81
C -0.8307 -2.5802 -1.9311 -0.74 -1.61 1.28
C -0.2460 -1.4491 -2.5715 0.52 1.30 -1.59
C 0.2573 -1.4780 -3.9201 0.47 0.06 0.24
C -0.2020 -0.1868 -1.9743 0.27 0.26 1.02
O -0.6075 0.0172 -0.6938 0.82 0.77 -1.20
C 2.7128 -1.2092 1.1184 -1.10 1.38 0.81
O 1.6448 -0.7597 1.7145 1.65 -1.05 -1.65
H 2.0748 0.4623 -6.0139 -0.06 -0.26 -0.28
H 0.8787 -0.6694 -6.7172 -0.31 0.26 -0.11
H 2.1721 -1.2781 -5.8012 0.88 -0.72 0.09
H 0.8048 1.8470 -4.5239 0.14 -0.84 0.63
H 1.3597 3.4782 -0.5170 0.02 -0.08 0.00
H 1.9482 3.7164 -3.0777 -0.07 0.08 0.87
H 4.1120 3.1587 -3.5569 -0.71 -0.63 0.76
H 2.9229 1.8140 -3.7668 1.07 0.23 0.58
H 5.1793 1.1592 -2.8160 -0.55 0.43 0.72
H 3.8384 0.6307 -1.8528 -0.63 -0.95 0.36
H 5.1636 3.2757 -1.0714 -0.51 -0.80 -0.13
H 5.8756 1.7586 -0.6446 -0.35 0.04 0.23
H 3.7482 3.0981 0.6494 0.14 -1.64 -1.00
H 2.6201 1.3203 1.5233 0.30 -0.13 -0.45
H 5.8754 -0.1036 0.1091 0.40 0.60 -0.08
H 7.3278 -1.7608 -0.4547 -0.20 0.02 -0.21
H 6.4827 -3.2011 -1.2317 0.33 0.86 0.89
H 7.0255 -3.2283 0.4848 -0.01 0.36 -0.75
H 4.3985 -4.0855 0.2620 -0.07 0.67 -0.14
H 2.2133 -4.6159 0.6395 0.62 0.08 0.30
H -0.7918 -4.7872 1.9886 0.28 -0.26 -0.05
H 0.7542 -5.5859 1.5154 -0.52 0.08 -0.03
H -0.9255 -6.0990 -0.2339 -0.41 0.05 0.19
H 0.1875 -4.9388 -0.9094 -0.46 -0.04 0.50
H -2.2690 -3.9493 0.5294 -1.30 0.13 1.68
H -2.3934 -4.2760 -1.1927 0.63 -0.21 1.07
H -1.0086 -3.5135 -2.5671 0.30 1.28 0.58
H 0.3326 -2.4403 -4.4718 -0.17 0.67 0.55
C 0.9214 -0.2371 5.8463 -0.68 0.23 0.31
C 0.0402 0.8704 6.4175 1.27 0.32 -0.30
C 0.5401 2.1722 6.3150 0.24 0.14 -0.14
C -0.1274 3.2369 6.8811 -0.59 0.25 -0.29
C -1.3665 3.0255 7.4768 -0.77 -1.45 -0.40
C -1.9567 1.7387 7.4866 1.07 0.32 0.16
C -1.1838 0.6676 7.0098 -0.42 -0.73 0.32
H 0.4599 -1.2312 5.9588 0.17 0.36 -0.21
H 1.8986 -0.2480 6.3300 -0.05 -0.03 0.10
H 1.0874 0.0193 4.8010 0.01 -0.41 -0.21
H 1.4607 2.3753 5.7619 -0.13 -0.24 0.22
H 0.2159 4.2627 6.7375 0.13 -0.33 0.25
H -1.9343 3.8467 7.8418 -0.30 0.59 0.31
H -2.9541 1.5511 7.8971 0.45 0.22 -0.10
H -1.4630 -0.3946 7.1166 -0.42 0.73 -0.06
C -6.0802 -1.7177 -1.9799 0.87 0.93 -0.59
C -6.0402 -0.4558 -1.1342 -0.32 -0.75 0.15
C -6.9822 -0.3695 -0.0979 1.11 0.98 0.13
C -6.9177 0.7611 0.7297 0.63 0.27 0.38
C -5.8917 1.7087 0.5899 -0.74 -0.09 0.03
C -5.0413 1.6199 -0.4959 0.93 -0.45 0.36
N -4.0915 2.6728 -0.6710 0.14 1.65 -0.60
C -2.7268 2.7050 -0.7278 1.84 -2.47 0.61
C -2.0678 3.5119 -1.7725 0.26 0.04 -1.68
C -0.8306 3.2637 -2.3000 -1.65 0.33 0.98
C 0.0800 2.2279 -1.7515 0.47 -2.18 2.06
C -0.5471 1.5496 -0.4268 1.98 -0.13 -0.87
C -1.8641 1.8652 -0.0233 -3.59 0.42 1.75
C -2.2776 1.1297 1.3255 -1.33 1.43 -1.25
O -3.3718 1.3901 1.8184 1.05 -0.37 -0.26
O -1.3639 0.3830 1.8440 0.56 -1.16 0.26
C -5.0758 0.5412 -1.3770 -1.12 -0.26 1.00
C -4.1805 0.3214 -2.5268 0.04 0.34 -0.33
H -6.9126 -2.2978 -1.6294 -0.33 -0.51 -0.35
H -5.1516 -2.3041 -1.9301 -0.15 0.01 0.42
H -6.1148 -1.4680 -3.0610 -0.57 -0.21 0.52
H -7.6213 -1.2278 0.1197 -0.10 0.51 -0.16
H -7.5632 0.9178 1.5805 -0.27 -0.36 0.03
H -5.6926 2.5082 1.3310 -0.45 -0.66 -0.61
H -4.5426 3.4891 -1.0666 0.22 0.00 0.06
H -2.7472 4.2043 -2.3035 0.63 -0.13 0.29
H -0.4973 3.7983 -3.1731 -0.05 0.29 -0.18
H 2.0095 1.8223 -0.7974 -0.95 0.97 -0.74
H 0.1400 1.6116 0.4338 -0.04 -0.16 -0.44
H -3.4495 1.1122 -2.6607 0.33 -0.18 0.13
H -4.7937 0.3210 -3.4225 -0.01 -0.16 -0.37
H -3.7515 -0.6732 -2.4160 0.50 0.11 -0.26
```
Positions in Å, forces in eV/Å.

Its net charge is +1. The LUMO energy is -3.894 eV. For the HOMO-LUMO gap, the calculation gives 0.213 Ha. As for the multiplicity: 1.

Results of the Löwdin charge analysis, in e, for atoms 1 through 2: 1.47 -0.04

---

Computed ΔE to the lowest compared entry with this formula, charge and spin, in the same sequence as the records: 90.6, 31.9 kcal/mol.